Entry 1:
Below is a structure of composition C54H95B2F9Hg2N5O24PS, with properties calculated with ωB97M-V/def2-TZVPD.

Each line ends with the Mulliken charge.
Atoms and positions in Å:
Hg  9.802  7.804  22.265  0.884
Hg  10.833  2.666  16.313  0.750
O  9.260  8.307  18.180  -0.640
C  8.966  8.575  16.995  0.314
O  8.420  9.732  16.508  -0.524
B  8.204  9.609  15.067  0.983
O  8.262  8.146  14.834  -0.480
C  8.816  7.542  15.878  0.868
O  9.274  6.394  15.896  -0.661
O  9.184  10.316  14.216  -0.424
C  8.474  11.331  13.599  0.580
O  8.955  12.232  12.896  -0.589
C  7.002  11.246  14.016  0.561
O  6.888  10.143  14.745  -0.376
O  6.126  12.102  13.750  -0.625
O  9.981  -3.369  18.364  -0.594
C  10.512  -2.898  19.332  0.587
O  10.592  -3.468  20.508  -0.523
B  11.309  -2.648  21.433  1.129
O  11.453  -1.317  20.721  -0.407
C  11.060  -1.476  19.547  0.709
O  11.035  -0.595  18.627  -0.692
O  12.634  -3.174  21.791  -0.532
C  12.662  -3.469  22.990  0.517
O  13.594  -3.982  23.604  -0.633
C  11.257  -3.064  23.601  0.677
O  10.548  -2.606  22.712  -0.331
O  10.959  -3.244  24.816  -0.685
P  9.970  4.539  25.875  1.268
F  8.724  4.478  24.830  -0.391
F  10.766  3.414  24.991  -0.366
F  10.608  5.687  24.878  -0.363
F  11.165  4.494  26.918  -0.355
F  9.083  5.611  26.748  -0.397
F  9.193  3.400  26.692  -0.374
C  7.493  2.102  21.332  0.506
F  6.566  2.544  22.129  -0.174
F  8.371  1.463  22.067  -0.170
F  6.938  1.162  20.460  -0.215
S  8.269  3.546  20.302  1.134
O  7.205  4.031  19.448  -0.525
O  8.797  4.580  21.189  -0.495
O  9.397  3.026  19.514  -0.533
C  9.774  1.969  10.590  -1.651
C  9.890  2.756  11.963  1.103
C  9.168  4.119  11.753  -1.190
C  7.669  3.900  11.648  -0.621
C  7.082  3.260  12.912  -1.327
C  7.841  1.960  13.446  1.674
N  9.330  2.182  13.217  0.743
O  10.052  1.086  13.567  -0.262
C  7.434  1.797  14.851  -2.210
C  7.361  0.843  12.527  -1.537
C  11.407  3.049  12.202  -1.629
H  10.124  0.939  10.654  0.369
H  10.393  2.454  9.835  0.436
H  8.764  1.878  10.190  0.374
H  9.503  4.874  12.464  0.427
H  9.453  4.519  10.780  0.389
H  7.527  3.343  10.722  0.294
H  7.110  4.820  11.476  0.453
H  6.049  2.969  12.720  0.456
H  7.188  4.051  13.655  0.435
H  7.976  1.027  15.400  0.411
H  7.534  2.719  15.425  0.417
H  6.366  1.582  14.863  0.414
H  8.098  0.080  12.281  0.179
H  6.604  0.264  13.055  0.515
H  6.839  1.178  11.630  0.313
H  11.441  3.647  13.113  0.264
H  11.853  3.559  11.348  0.418
H  11.967  2.114  12.215  0.371
H  9.757  0.305  13.093  0.293
C  7.103  10.328  25.738  -1.710
C  5.685  10.226  25.001  1.037
C  5.169  11.644  24.705  -1.099
C  3.964  11.718  23.676  -0.731
C  4.348  10.939  22.449  -1.110
C  4.944  9.542  22.719  1.673
N  6.051  9.552  23.732  0.071
O  6.696  8.347  23.849  -0.065
C  3.755  8.533  23.106  -1.627
C  5.489  9.063  21.375  -2.150
C  4.759  9.528  26.058  -1.422
H  7.543  9.346  25.911  0.454
H  6.934  10.690  26.752  0.428
H  7.779  11.036  25.258  0.361
H  4.765  12.098  25.610  0.391
H  5.991  12.259  24.339  0.419
H  3.701  12.735  23.384  0.376
H  3.094  11.125  23.956  0.346
H  5.037  11.565  21.881  0.428
H  3.385  10.835  21.950  0.388
H  3.126  8.365  22.232  0.486
H  4.185  7.582  23.422  0.307
H  3.048  8.850  23.873  0.348
H  4.689  9.117  20.636  0.426
H  6.311  9.712  21.074  0.473
H  5.822  8.026  21.347  0.398
H  4.828  9.957  27.058  0.454
H  4.967  8.461  26.137  0.284
H  3.751  9.656  25.663  0.378
H  6.097  7.864  24.422  0.300
C  3.295  6.126  16.128  -2.089
C  2.017  5.418  16.522  1.944
C  1.536  4.727  15.166  -1.155
C  0.575  3.571  15.495  -0.856
C  1.118  2.589  16.503  -1.390
C  1.508  3.212  17.838  1.712
N  2.398  4.384  17.564  0.392
O  3.016  4.912  18.726  -0.350
C  0.270  3.567  18.686  -1.647
C  2.302  2.100  18.611  -1.970
C  0.815  6.297  17.040  -1.716
H  3.265  6.472  15.095  0.402
H  4.154  5.457  16.190  0.431
H  3.547  6.876  16.878  0.373
H  0.956  5.306  14.448  0.370
H  2.374  4.284  14.628  0.397
H  0.387  3.011  14.578  0.425
H  -0.365  4.012  15.828  0.345
H  2.049  2.370  15.980  0.276
H  0.766  1.561  16.409  0.523
H  0.666  4.145  19.521  0.403
H  -0.565  4.063  18.192  0.260
H  -0.151  2.698  19.192  0.438
H  1.688  1.229  18.841  0.424
H  3.251  1.809  18.162  0.383
H  2.513  2.550  19.581  0.471
H  -0.157  5.807  17.094  0.279
H  0.711  7.206  16.447  0.445
H  1.028  6.593  18.067  0.371
H  3.933  4.685  18.558  0.315
C  12.817  9.684  24.753  -1.755
C  14.005  8.842  24.219  1.293
C  14.322  7.838  25.317  -1.134
C  15.344  6.724  24.830  -0.729
C  14.906  5.966  23.550  -1.035
C  14.525  7.001  22.386  1.202
N  13.666  8.093  22.949  0.517
O  12.999  8.864  22.011  -0.224
C  15.764  7.539  21.655  -1.491
C  13.715  6.164  21.425  -1.908
C  15.262  9.721  23.973  -1.572
H  13.115  10.156  25.689  0.425
H  11.941  9.038  24.814  0.335
H  12.599  10.511  24.078  0.372
H  14.649  8.392  26.197  0.481
H  13.397  7.337  25.603  0.333
H  15.412  5.959  25.604  0.460
H  16.378  7.048  24.711  0.354
H  14.050  5.352  23.830  0.426
H  15.758  5.357  23.247  0.404
H  16.408  8.080  22.348  0.312
H  16.373  6.778  21.167  0.428
H  15.562  8.354  20.960  0.334
H  12.907  5.651  21.946  0.399
H  13.239  6.772  20.657  0.400
H  14.374  5.436  20.952  0.418
H  15.077  10.235  23.030  0.337
H  16.228  9.230  23.857  0.300
H  15.393  10.446  24.777  0.443
H  13.710  9.411  21.667  0.325
C  7.061  -1.504  27.301  -1.770
C  6.129  -2.571  26.639  1.567
C  6.164  -2.329  25.062  -1.278
C  5.546  -3.364  24.121  -0.674
C  6.226  -4.689  24.507  -1.235
C  6.270  -5.020  26.048  1.498
N  6.729  -3.937  26.905  0.175
O  6.756  -4.190  28.303  -0.376
C  4.879  -5.576  26.537  -1.610
C  7.362  -6.081  26.206  -1.874
C  4.808  -2.217  27.239  -1.762
H  7.973  -1.259  26.756  0.372
H  7.399  -1.693  28.320  0.380
H  6.567  -0.533  27.338  0.428
H  5.511  -1.469  24.915  0.407
H  7.166  -2.099  24.700  0.457
H  5.823  -3.134  23.092  0.384
H  4.467  -3.346  24.271  0.335
H  7.219  -4.718  24.059  0.464
H  5.716  -5.492  23.974  0.447
H  4.960  -5.881  27.580  0.412
H  4.122  -4.795  26.458  0.309
H  4.623  -6.419  25.895  0.439
H  8.323  -5.723  25.836  0.426
H  7.530  -6.425  27.227  0.370
H  7.084  -6.966  25.633  0.413
H  4.823  -2.528  28.283  0.367
H  4.007  -2.718  26.697  0.389
H  4.442  -1.210  27.037  0.496
H  5.831  -4.328  28.521  0.365

Summary:
charge: 0
lowest unoccupied orbital energy: -7.290 eV


Entry 2:
Below is a structure of composition C24H44BNP2Ru, with properties calculated with ωB97M-V/def2-TZVPD.

Each line ends with the Mulliken spin population.
Atoms and positions in Å:
Ru  -0.718  0.626  -1.168  2.161
C  -2.586  0.995  1.340  -0.079
C  -2.031  1.854  0.311  0.550
C  -3.654  0.416  -0.618  0.137
C  -3.511  0.121  0.745  0.129
C  -2.670  1.438  -1.005  -0.076
C  -2.487  1.174  2.821  -0.028
H  -2.362  2.223  3.127  -0.004
H  -1.644  0.602  3.226  0.011
H  -3.406  0.780  3.280  0.001
C  -4.322  -0.878  1.511  0.010
H  -4.222  -0.729  2.593  0.001
H  -3.961  -1.888  1.283  0.005
H  -5.388  -0.798  1.256  0.000
C  -4.747  -0.149  -1.434  0.010
H  -5.648  -0.347  -0.838  0.006
H  -4.425  -1.101  -1.869  0.018
H  -5.026  0.536  -2.234  0.002
C  -2.813  2.386  -2.146  0.007
H  -3.581  3.154  -1.948  -0.001
H  -3.079  1.809  -3.048  0.002
H  -1.840  2.873  -2.307  0.006
C  -1.647  3.277  0.573  -0.004
H  -2.264  3.956  -0.047  0.012
H  -0.584  3.477  0.347  0.027
H  -1.819  3.490  1.640  0.004
C  1.102  -2.490  2.400  0.005
C  0.578  -1.649  3.310  0.037
C  0.625  -0.159  3.230  0.007
C  1.738  0.476  2.413  0.023
C  1.617  0.110  0.954  0.030
C  1.399  -1.147  0.349  0.371
C  2.289  -2.291  0.381  0.100
C  2.545  -2.412  1.877  0.037
H  0.619  0.226  4.251  -0.001
H  2.727  0.368  2.871  -0.011
H  -0.333  0.162  2.815  0.010
H  3.070  -1.497  2.224  0.015
H  0.735  -3.527  2.323  0.002
H  -0.143  -2.047  4.032  0.001
H  3.147  -3.308  2.083  -0.004
H  1.842  -3.169  -0.099  0.002
H  0.377  -1.365  -0.041  0.015
H  3.173  -2.091  -0.207  -0.012
H  1.581  1.557  2.436  0.006
H  0.806  0.770  0.517  0.063
P  3.620  0.463  -0.174  0.151
C  5.033  -0.836  0.064  0.021
C  4.888  1.813  -0.487  0.054
P  1.254  0.325  -2.042  -0.064
C  3.078  0.028  -1.847  0.021
C  1.449  2.142  -2.193  0.049
C  0.853  -0.474  -3.576  0.006
H  4.913  -1.726  -0.574  0.000
H  5.037  -1.141  1.122  0.000
H  6.032  -0.431  -0.165  0.002
H  5.851  1.435  -0.859  0.011
H  5.104  2.294  0.472  -0.004
H  4.516  2.574  -1.174  -0.002
H  1.783  -0.851  -3.981  -0.002
H  0.364  0.239  -4.237  0.013
H  0.178  -1.312  -3.387  -0.007
H  3.368  -0.994  -2.121  0.002
H  3.679  0.709  -2.471  -0.002
H  0.568  2.566  -2.672  -0.011
H  2.331  2.306  -2.801  0.009
H  1.608  2.595  -1.213  -0.007
B  -2.673  -3.360  -1.417  0.002
C  -1.951  -2.076  -1.780  0.051
N  -1.388  -1.058  -2.003  0.086
H  -3.606  -3.487  -2.195  0.010
H  -3.066  -3.302  -0.239  0.009
H  -1.881  -4.257  -1.559  0.001

Summary:
2S+1: 5
charge: +2
lowest unoccupied orbital energy (spin up / spin down): -7.742 / -8.216 eV


Record order is preserved below.
ΔE to the lowest compared entry with this formula, charge and spin: 10.617; 4.194 eV